<P>
# C4H13NO

A cluster of 2 separate species, C4H13NO in total (ωB97M-V with the def2-TZVPD basis set, the Open Molecules 2025 dataset).

Last columns: bonded neighbours and bond lengths (Å).
Cartesian coordinates (Å):
1 C -1.21790 -0.23962 -1.19051  C2 1.510, H6 1.093, H7 1.102, H8 1.091
2 C 0.22068 -0.23048 -0.73192  C1 1.510, C3 1.518, N5 1.462, H9 1.118
3 C 0.70279 -1.33537 0.19095  C2 1.518, C4 1.565, H10 1.103, H11 1.090
4 C -0.01492 -2.67206 -0.19311  C3 1.565, H12 1.094, H13 1.084, H14 1.092
5 N 0.62918 1.08187 -0.23255  C2 1.462, H15 1.004, H16 1.007
6 H -1.31154 0.75354 -1.63810  C1 1.093
7 H -1.98492 -0.29503 -0.40120  C1 1.102
8 H -1.47369 -0.97037 -1.95903  C1 1.091
9 H 0.79003 -0.44114 -1.67086  C2 1.118
10 H 0.37885 -1.01512 1.19528  C3 1.103
11 H 1.73435 -1.66628 0.31188  C3 1.090
12 H 0.41476 -3.54970 0.29783  C4 1.094
13 H -0.09822 -2.82629 -1.26309  C4 1.084
14 H -1.03335 -2.69467 0.20140  C4 1.092
15 H 1.42171 0.99750 0.37840  N5 1.004
16 H 0.83036 1.70303 -0.99973  N5 1.007
17 H -0.38702 2.36718 1.16557  O19 0.959
18 H -0.71208 3.63444 1.99084  O19 0.938
19 O -0.15115 2.88484 1.93757  H17 0.959, H18 0.938

Output
HOMO-LUMO gap ... 10.53 eV
Highest occupied orbital energy ... -9.51 eV
Structure (SMILES) ... CC[C@@H](C)N.O

<Q>
# C4H13NO

A cluster of 2 separate species, C4H13NO in total (ωB97M-V with the def2-TZVPD basis set, the Open Molecules 2025 dataset).

Last columns: bonded neighbours and bond lengths (Å).
Cartesian coordinates (Å):
1 C 0.20421 0.55326 -0.68193  C2 1.519, H6 1.098, H7 1.091, H8 1.086
2 C -0.76968 -0.61063 -0.62597  C1 1.519, C3 1.546, H9 1.095, H10 1.091
3 C -1.41348 -0.83904 0.76078  C2 1.546, C4 1.522, H11 1.105, H12 1.087
4 C -2.24743 0.36774 1.16709  C3 1.522, N5 1.488, H13 1.117, H14 1.097
5 N -1.73991 1.64060 1.74769  C4 1.488, H15 1.020, H16 1.026
6 H 0.32226 0.77213 -1.75141  C1 1.098
7 H -0.08611 1.48000 -0.18522  C1 1.091
8 H 1.14213 0.31516 -0.18988  C1 1.086
9 H -0.20348 -1.53504 -0.77904  C2 1.095
10 H -1.50341 -0.59839 -1.43395  C2 1.091
11 H -0.58989 -0.75765 1.49221  C3 1.105
12 H -2.07263 -1.70193 0.70883  C3 1.087
13 H -2.80952 0.70152 0.26146  C4 1.117
14 H -3.12470 0.05896 1.74923  C4 1.097
15 H -2.53686 1.96794 2.29303  N5 1.020
16 H -1.13825 1.44981 2.55652  N5 1.026
17 H 5.99266 -1.84851 -2.49065  O19 0.948
18 H 6.05697 -0.35617 -2.06539  O19 0.962
19 O 6.51710 -1.05976 -2.53339  H17 0.948, H18 0.962

Output
HOMO-LUMO gap ... 10.16 eV
Highest occupied orbital energy ... -9.35 eV
Structure (SMILES) ... CCCCN.O

According to the calculations, the structures order from most to least stable as <P>, <Q>.

<P>
# C4H13NO

A cluster of 2 separate species, C4H13NO in total (ωB97M-V with the def2-TZVPD basis set, the Open Molecules 2025 dataset).

Last columns: bonded neighbours and bond lengths (Å).
Cartesian coordinates (Å):
1 C -1.27249 -0.84738 0.40225  N2 1.531, C5 1.547, H6 1.044, H7 1.109
2 N -0.51812 0.15937 -0.46947  C1 1.531, C3 1.472, H8 1.019
3 C -0.60615 1.50934 0.11104  N2 1.472, C4 1.557, H9 1.036, H10 1.255
4 C 0.19176 2.50000 -0.78616  C3 1.557, H11 1.138, H12 1.036, H13 1.151
5 C -0.93096 -2.28081 -0.06818  C1 1.547, H14 1.037, H15 1.089, H16 1.070
6 H -0.95472 -0.81577 1.39674  C1 1.044
7 H -2.36287 -0.65380 0.34051  C1 1.109
8 H 0.46481 -0.09341 -0.55835  N2 1.019
9 H -1.58682 1.83498 0.18386  C3 1.036
10 H -0.21096 1.57886 1.29981  C3 1.255
11 H -0.10270 3.52040 -0.37850  C4 1.138
12 H 1.22426 2.43412 -0.72545  C4 1.036
13 H -0.13844 2.47241 -1.88888  C4 1.151
14 H 0.08690 -2.44862 -0.16970  C5 1.037
15 H -1.28279 -2.70064 -1.00996  C5 1.089
16 H -1.42204 -2.91819 0.63658  C5 1.070
17 H 2.24267 -1.63581 0.98646  O19 0.991
18 H 2.91446 -0.33002 1.21149  O19 0.940
19 O 2.55776 -0.83088 0.50100  H17 0.991, H18 0.940

Output
HOMO-LUMO gap ... 9.32 eV
Highest occupied orbital energy ... -8.63 eV
Structure (SMILES) ... CCNCC.O

<Q>
# C4H13NO

A cluster of 2 separate species, C4H13NO in total (ωB97M-V with the def2-TZVPD basis set, the Open Molecules 2025 dataset).

Last columns: bonded neighbours and bond lengths (Å).
Cartesian coordinates (Å):
1 C -0.99984 -1.72308 0.64178  C2 1.529, H6 1.080, H7 1.092, H8 1.093
2 C -0.57655 -0.58259 1.56849  C1 1.529, C3 1.509, H9 1.090, H10 1.098
3 C 0.80959 -0.03266 1.33550  C2 1.509, N4 1.475, H11 1.083, H12 1.090
4 N 0.84819 0.78433 0.10831  C3 1.475, C5 1.451, H13 1.006
5 C 2.14614 0.83362 -0.53753  N4 1.451, H14 1.090, H15 1.103, H16 1.082
6 H -0.40679 -2.60408 0.83765  C1 1.080
7 H -2.00774 -2.02968 0.93089  C1 1.092
8 H -0.98369 -1.40644 -0.40390  C1 1.093
9 H -1.28602 0.24155 1.49547  C2 1.090
10 H -0.66652 -0.92882 2.60703  C2 1.098
11 H 1.07330 0.67934 2.10805  C3 1.083
12 H 1.52933 -0.85112 1.32823  C3 1.090
13 H 0.10497 0.58953 -0.54071  N4 1.006
14 H 2.95761 0.88183 0.18889  C5 1.090
15 H 2.38116 -0.00812 -1.21046  C5 1.103
16 H 2.19858 1.73150 -1.13960  C5 1.082
17 H -2.29136 2.26102 -3.28958  O19 0.966
18 H -2.57916 0.71010 -3.26762  O19 0.958
19 O -2.25119 1.45376 -2.76089  H17 0.966, H18 0.958

Output
HOMO-LUMO gap ... 9.07 eV
Highest occupied orbital energy ... -8.26 eV
Structure (SMILES) ... CCCNC.O

<R>
# C4H13NO

A cluster of 4 separate species, C4H13NO in total (ωB97M-V with the def2-TZVPD basis set, the Open Molecules 2025 dataset).

Last columns: bonded neighbours and bond lengths (Å).
Cartesian coordinates (Å):
1 C 1.99706 0.10608 0.33588  C2 1.506, O3 1.249, H5 1.103
2 C 2.49510 -1.30732 0.48654  C1 1.506, H7 1.090, H8 1.088, H9 1.092
3 O 1.24076 0.62968 1.18070  C1 1.249
4 H -0.21943 0.56295 0.61525  C10 1.203
5 H 2.66793 0.76120 -0.24583  C1 1.103
6 H 0.90277 -0.03084 -1.13351  no bonds
7 H 2.66548 -1.75521 -0.49208  C2 1.090
8 H 1.77970 -1.91227 1.03912  C2 1.088
9 H 3.44336 -1.29512 1.02705  C2 1.092
10 C -1.35880 0.59940 0.22938  H4 1.203, C11 1.525, N12 1.456, H15 1.106
11 C -2.10642 -0.64122 -0.24894  C10 1.525, H17 1.090, H18 1.089, H19 1.094
12 N -1.47177 1.69837 -0.71973  C10 1.456, H13 1.014, H14 1.013
13 H -2.44044 1.91881 -0.92373  N12 1.014
14 H -1.00684 2.52463 -0.36217  N12 1.013
15 H -1.78142 0.86507 1.21616  C10 1.106
16 H 0.08887 0.13210 -0.89411  no bonds
17 H -1.69292 -0.99231 -1.19453  C11 1.090
18 H -2.03501 -1.43956 0.48799  C11 1.089
19 H -3.16797 -0.42444 -0.40342  C11 1.094

Output
HOMO-LUMO gap ... 9.78 eV
Highest occupied orbital energy ... -8.84 eV

According to the calculations, the structures order from most to least stable as <Q>, <P>, <R>.